# 1
A molecular structure, C21H21N10O2RhS. Source: the Open Molecules 2025 dataset; level of theory: ωB97M-V/def2-TZVPD.

XYZ file:
```
56
Properties=species:S:1:pos:R:3:lowdin_spin:R:1
Rh -0.63283 1.28258 1.23474 2.432
N 0.60657 -3.04378 1.46762 0.005
C 0.40932 -1.74113 1.74691 0.018
O 0.25697 -0.92658 0.83834 0.055
C 0.36556 -1.37393 3.21476 0.109
C 0.64418 0.05498 3.47089 0.691
H 0.56104 -3.34711 0.50868 0.000
H 0.75124 -3.72121 2.19412 0.001
H 1.06493 -2.02761 3.75807 0.033
H -0.63841 -1.63360 3.55726 0.004
H 1.43320 0.56971 2.93872 0.038
H 0.15791 0.57896 4.27829 0.037
O -2.10924 -0.17097 2.13902 0.113
N -3.37369 0.22259 2.24764 0.008
C -4.17801 -0.55181 3.01585 0.001
C -5.49455 -0.24393 3.20244 0.006
C -6.00315 0.90153 2.57729 0.001
C -5.17650 1.66646 1.80275 0.011
C -3.82002 1.33531 1.61670 0.026
S -2.76635 2.25501 0.62710 0.184
H -3.67783 -1.40373 3.44771 0.000
H -6.10092 -0.88357 3.82502 0.000
H -7.03882 1.18294 2.70567 0.000
H -5.53440 2.55741 1.30835 0.002
C -1.38116 -0.37556 -1.76095 0.000
C -0.26003 0.60053 -1.85378 0.004
N 0.10211 1.41111 -0.89069 0.072
C 1.16538 2.15238 -1.36034 0.003
C 1.43741 1.78480 -2.63356 0.002
N 0.52019 0.79589 -2.95233 0.001
C 0.56510 -0.04442 -4.11758 0.001
N 1.81595 -0.76277 -4.18495 0.000
N 2.47102 -0.82827 -5.36411 0.000
N 3.54624 -1.49795 -5.22583 0.000
C 3.64882 -1.88047 -3.90537 0.000
C 4.66432 -2.59198 -3.25303 0.000
C 4.52652 -2.76985 -1.90047 0.000
C 3.40999 -2.24755 -1.20466 0.000
C 2.39605 -1.56474 -1.82845 0.000
C 2.54015 -1.39971 -3.21690 0.000
H -1.64327 -0.50752 -0.71441 0.000
H -1.11786 -1.34842 -2.17740 0.000
H -2.26567 0.00248 -2.27771 0.000
H 1.63417 2.89491 -0.74072 0.000
H 2.18631 2.10655 -3.33485 0.000
H 0.49905 0.52686 -5.04242 0.000
H -0.27904 -0.73135 -4.06318 0.000
H 5.52267 -2.96230 -3.79483 0.000
H 5.29152 -3.29775 -1.34813 0.000
H 3.37319 -2.36915 -0.12886 0.000
H 1.57849 -1.13892 -1.26257 0.000
N 0.69993 2.86711 1.64469 0.079
C 0.90821 3.99538 1.89449 0.026
N 1.15852 5.22940 2.03632 0.022
C 0.89167 5.88430 3.15010 0.002
N 0.68784 6.52849 4.08855 0.011
```

Computed properties:
- ⟨S²⟩: 6.013
- Multiplicity: 5
- M: 580.44 g mol⁻¹
- Charge: 0
- Strongest force on any atom: 0.4 eV/A
- LUMO level (spin up / spin down): 0.080 / -1.015 eV
- Orbital gap (spin up / spin down): 7.8214 / 7.0341 eV
- Energy above the lowest of the compared OMol25 structures with the same formula, charge and spin: 0.066 eV


# 2
C21H21N3O4 in the gas phase in a non-equilibrium geometry. Source: the Open Molecules 2025 dataset; level of theory: ωB97M-V/def2-TZVPD.

XYZ file:
```
49
Properties=species:S:1:pos:R:3:mulliken_charge:R:1
C -1.68570 1.48696 3.09589 -2.149
C -1.86399 0.63876 1.87417 1.268
C -1.40919 1.07471 0.64923 -0.806
C -1.55320 0.30138 -0.50629 0.694
C -0.97932 0.65742 -1.76281 -0.305
C -1.05093 -0.15835 -2.83717 0.432
C -0.19575 0.03815 -4.04872 -1.220
C 1.07858 -0.81585 -3.84852 -0.818
N 1.68674 -0.54489 -2.56511 -0.086
C 1.29193 -1.22772 -1.46345 0.010
O 0.71767 -2.29866 -1.51954 -0.673
C 1.59732 -0.61010 -0.13216 1.075
C 1.44142 -1.42034 0.99353 -1.051
C 1.60517 -0.91123 2.26324 -0.827
C 1.90222 0.43171 2.48636 1.165
C 2.07821 0.92614 3.88092 -1.519
C 2.03367 1.24189 1.35105 -0.632
N 2.28810 2.65671 1.43733 1.131
O 2.64220 3.22147 0.42060 -0.664
O 2.12125 3.21847 2.49889 -0.634
C 1.89558 0.72533 0.06471 -0.165
C -1.81263 -1.40678 -2.77921 0.266
O -1.99555 -2.15296 -3.72279 -0.722
N -2.34953 -1.69391 -1.54407 -0.024
C -2.19783 -0.94391 -0.41237 -0.108
C -2.66515 -1.38068 0.82654 -0.975
C -2.50163 -0.61373 1.96283 1.253
C -3.00088 -1.11255 3.28285 -1.922
H -2.65294 1.80808 3.48207 0.483
H -1.09857 2.37291 2.86795 0.368
H -1.18542 0.92720 3.88465 0.350
H -0.92223 2.03651 0.56839 0.449
H -0.42937 1.58840 -1.82061 0.394
H -0.71236 -0.32008 -4.93850 0.393
H 0.06990 1.08968 -4.17138 0.356
H 0.80171 -1.87156 -3.85787 0.451
H 1.80187 -0.61693 -4.64105 0.385
H 2.11060 0.36225 -2.45340 0.247
H 1.18279 -2.45667 0.83800 0.480
H 1.49398 -1.56556 3.11486 0.355
H 2.07715 0.09279 4.57901 0.411
H 1.27827 1.61544 4.14603 0.248
H 3.01020 1.47896 3.98614 0.444
H 2.00430 1.42239 -0.75304 0.592
H -2.80602 -2.59515 -1.46878 0.209
H -3.15563 -2.34161 0.89183 0.329
H -2.17637 -1.22273 3.98664 0.330
H -3.49060 -2.07607 3.17149 0.388
H -3.71119 -0.40871 3.71446 0.347
```

Computed properties:
- SMILES: Cc1cc2cc(CCNC(=O)c3ccc(C)c([N+](=O)[O-])c3)c(=O)[nH]c2cc1C
- M: 379.42 g mol⁻¹
- Charge: 0
- Strongest force on any atom: 1.3 eV/A
- LUMO level: -0.666 eV
- Orbital gap: 7.4151 eV
- Energy above the lowest of the compared OMol25 structures with the same formula, charge and spin: 2.978 eV